[1]
{
  "formula": "C20H26NO7P2S",
  "method": "the ωB97M-V functional and the def2-TZVPD basis",
  "symbols": ["C", "C", "O", "O", "C", "P", "C", "C", "C", "C", "C", "C", "C", "C", "C", "C", "C", "O", "P", "O", "O", "S", "H", "H", "H", "H", "H", "H", "H", "H", "H", "H", "H", "H", "H", "H", "H", "H", "H", "H", "H", "H", "H", "C", "C", "C", "C", "C", "C", "N", "O", "O", "H", "H", "H", "H", "H"],
  "coordinates": [[-1.7881, 4.7644, -1.4053], [-0.8832, 4.3004, -2.5428], [-0.2068, 5.1088, -3.1299], [-0.8025, 2.9719, -2.9699], [-1.1872, 1.9837, -2.0401], [-0.0055, 1.6773, -0.6148], [0.6170, -0.0697, -0.5550], [1.5625, -0.2251, 0.6319], [2.8774, 0.2054, 0.5593], [3.7015, 0.0857, 1.6487], [3.2695, -0.4541, 2.8414], [1.9687, -0.9138, 2.9251], [1.3752, -1.5228, 4.1853], [1.1559, -0.7945, 1.8182], [1.2674, 2.9380, -0.3310], [2.4277, 2.8796, -1.3996], [2.2566, 1.8236, -2.5185], [2.1039, 3.3212, -2.6585], [-1.3049, 1.7838, 1.1968], [-1.8180, 0.3040, 1.5536], [-2.6195, 2.6449, 0.8649], [-0.3422, 2.5858, 2.6469], [-2.7856, 4.3203, -1.3934], [-1.8114, 5.8525, -1.4271], [-1.2894, 4.5083, -0.4571], [-1.2530, 1.0287, -2.5807], [-2.2037, 2.1688, -1.6651], [-0.2167, -0.7609, -0.3682], [1.0761, -0.3737, -1.4983], [3.3117, 0.6379, -0.3373], [4.7286, 0.4407, 1.6086], [3.8997, -0.5339, 3.7221], [1.6110, -2.5845, 4.2879], [0.2876, -1.4082, 4.0991], [1.6577, -0.9466, 5.0712], [0.1367, -1.1700, 1.8888], [1.7670, 2.6869, 0.6107], [0.8774, 3.9573, -0.3656], [3.4397, 3.0446, -1.0320], [1.2759, 1.5879, -2.9315], [3.1237, 1.7312, -3.1690], [-1.9440, -0.2120, 0.7400], [-2.8249, 3.1436, 1.6747], [-1.0481, -6.0121, 0.1847], [-1.2630, -5.8991, -1.1829], [-1.8840, -4.7730, -1.6973], [-2.2794, -3.7683, -0.8303], [-2.0783, -3.8705, 0.5373], [-1.4591, -5.0008, 1.0439], [-2.9151, -2.5641, -1.3745], [-3.0971, -2.5058, -2.5668], [-3.2239, -1.6754, -0.5889], [-0.5583, -6.8913, 0.5825], [-0.9436, -6.6891, -1.8486], [-2.0499, -4.6890, -2.7618], [-2.3955, -3.0852, 1.2093], [-1.2938, -5.0936, 2.1087]],
  "nbo_charge": [-0.740, 0.771, -0.497, -0.499, -0.372, 1.128, -0.742, 0.025, -0.261, -0.190, -0.186, 0.024, -0.634, -0.238, -0.795, 0.106, -0.235, -0.466, 1.535, -0.954, -0.988, -0.507, 0.243, 0.277, 0.222, 0.252, 0.250, 0.259, 0.282, 0.217, 0.227, 0.229, 0.233, 0.216, 0.233, 0.211, 0.314, 0.296, 0.226, 0.218, 0.246, 0.515, 0.539, -0.159, -0.200, -0.203, 0.064, -0.218, -0.206, 0.524, -0.338, -0.447, 0.231, 0.235, 0.253, 0.242, 0.231],
  "e_tot_ha": -2439.70832,
  "spin_multiplicity": 1,
  "charge": 1
}


[2]
{
  "formula": "C10H28O4Si3",
  "method": "the ωB97M-V functional and the def2-TZVPD basis",
  "symbols": ["O", "O", "O", "O", "C", "C", "C", "C", "C", "C", "C", "C", "C", "C", "Si", "Si", "Si", "H", "H", "H", "H", "H", "H", "H", "H", "H", "H", "H", "H", "H", "H", "H", "H", "H", "H", "H", "H", "H", "H", "H", "H", "H", "H", "H", "H"],
  "coordinates": [[1.0868, -0.1131, 2.0428], [-0.2293, 1.8032, 0.5111], [-1.3352, -0.5810, 1.1486], [0.8715, -0.4567, -0.5878], [2.6086, -1.8344, 2.8781], [0.4323, 2.9947, 2.5158], [1.3636, -1.5078, 2.0553], [-0.6959, 2.4831, 1.6615], [-4.1676, -0.9775, 0.8198], [-2.6338, 0.9043, -0.9198], [-2.0984, -2.2481, -1.1298], [3.2955, -0.5920, -2.0012], [0.6143, -0.8820, -3.3494], [1.6553, 1.9153, -1.9713], [0.0908, 0.1908, 0.7427], [-2.5165, -0.7772, -0.0124], [1.5658, 0.0167, -2.0404], [3.2020, -0.9318, 2.9442], [3.1633, -2.6718, 2.4699], [2.3550, -2.1129, 3.9112], [1.1679, 3.5254, 1.8635], [0.0285, 3.6358, 3.3147], [0.9090, 2.1681, 3.0033], [1.4614, -1.8419, 1.0128], [0.4694, -2.0535, 2.4292], [-1.3138, 3.3243, 1.3398], [-1.3348, 1.7913, 2.2419], [-4.9357, -0.9030, 0.0630], [-4.1106, -1.9403, 1.3176], [-4.2512, -0.2011, 1.5560], [-1.6549, 1.1994, -1.3153], [-2.9642, 1.6352, -0.1880], [-3.3759, 0.8829, -1.7026], [-1.2584, -1.9078, -1.7277], [-1.8438, -3.1409, -0.5638], [-2.9069, -2.5249, -1.8153], [3.6915, -0.2730, -1.0470], [3.8484, -0.1573, -2.8538], [3.3482, -1.7150, -2.1151], [1.0136, -0.7902, -4.3675], [0.5217, -1.9205, -3.0558], [-0.3293, -0.3443, -3.2950], [2.3494, 2.3063, -2.7231], [0.7135, 2.4600, -2.0238], [2.1292, 2.1632, -1.0366]],
  "nbo_charge": [-0.913, -0.914, -1.263, -1.294, -0.631, -0.636, -0.085, -0.066, -1.131, -1.123, -1.134, -1.160, -1.148, -1.126, 2.521, 1.874, 1.915, 0.223, 0.213, 0.207, 0.212, 0.211, 0.226, 0.183, 0.174, 0.178, 0.174, 0.239, 0.235, 0.238, 0.236, 0.235, 0.232, 0.240, 0.243, 0.240, 0.241, 0.239, 0.241, 0.247, 0.248, 0.235, 0.234, 0.248, 0.244],
  "spin_multiplicity": 1,
  "de_lowest_kcal_mol": 0.0
}


[3]
{
  "formula": "C52H40AsF5INPSZr",
  "method": "the ωB97M-V functional and the def2-TZVPD basis",
  "symbols": ["Zr", "I", "C", "C", "C", "C", "C", "C", "C", "C", "C", "P", "C", "C", "C", "C", "C", "C", "C", "C", "C", "C", "C", "C", "C", "H", "H", "H", "H", "H", "H", "H", "H", "H", "H", "H", "H", "H", "H", "H", "H", "F", "C", "C", "F", "C", "F", "C", "S", "C", "F", "C", "F", "C", "As", "C", "C", "H", "H", "H", "H", "H", "H", "H", "H", "H", "N", "C", "C", "C", "C", "C", "C", "C", "C", "C", "C", "C", "C", "C", "H", "H", "H", "H", "H", "H", "H", "H", "H", "H", "C", "C", "C", "C", "C", "C", "C", "C", "H", "H", "H", "H", "H"],
  "coordinates": [[-20.2126, -5.6891, -8.7449], [-19.7446, -7.9905, -11.0581], [-17.7769, -7.6194, -11.9261], [-17.6345, -6.4178, -12.5673], [-16.5858, -6.3197, -13.5706], [-15.7225, -7.3515, -13.7476], [-15.8035, -8.5710, -13.0077], [-15.0314, -9.7669, -13.3029], [-15.2365, -10.8810, -12.6219], [-16.1045, -10.9333, -11.4636], [-16.7944, -9.8051, -11.0660], [-17.6133, -9.8122, -9.4488], [-18.6384, -11.2878, -9.5785], [-19.1361, -11.7930, -8.3754], [-19.7363, -13.0111, -8.3327], [-19.9979, -13.7155, -9.5521], [-19.6832, -13.1620, -10.7656], [-19.0202, -11.8665, -10.7906], [-16.2256, -10.1780, -8.3587], [-15.3818, -9.2054, -7.8669], [-14.3014, -9.5385, -7.0447], [-14.0104, -10.8553, -6.7013], [-14.8799, -11.8311, -7.2335], [-15.9180, -11.5297, -8.1058], [-16.7954, -8.6475, -11.9589], [-18.3161, -5.5454, -12.4124], [-16.4566, -5.4357, -14.1540], [-14.9947, -7.3791, -14.5905], [-14.2854, -9.6760, -14.1336], [-14.6139, -11.7937, -12.8114], [-16.2808, -11.8208, -10.8735], [-18.9394, -11.3272, -7.4279], [-20.1283, -13.3862, -7.3655], [-20.4504, -14.7063, -9.4402], [-20.0770, -13.5468, -11.6663], [-18.6651, -11.3998, -11.6934], [-15.6069, -8.1416, -8.0600], [-13.6290, -8.7376, -6.6480], [-13.2061, -11.1151, -6.0426], [-14.6718, -12.9104, -7.1524], [-16.5608, -12.3192, -8.3968], [-24.9237, -9.0515, -5.7219], [-23.6433, -8.7444, -5.9235], [-23.1310, -8.6073, -7.1830], [-24.0181, -8.7963, -8.2077], [-21.9168, -8.0076, -7.3491], [-21.4899, -7.6157, -8.6032], [-21.1030, -7.6706, -6.2635], [-19.4857, -7.0356, -6.6155], [-21.5818, -7.9290, -4.9834], [-20.8374, -7.6915, -3.8979], [-22.8531, -8.4098, -4.8392], [-23.4041, -8.4250, -3.6263], [-18.7441, -2.2379, -6.8415], [-20.4073, -3.4176, -6.9642], [-21.8012, -1.9986, -6.8666], [-20.8943, -3.8055, -5.0776], [-18.6339, -2.0417, -5.7595], [-18.9313, -1.2805, -7.2960], [-17.9292, -2.7786, -7.3401], [-21.6625, -1.5140, -5.8727], [-22.7537, -2.5186, -6.8404], [-21.6459, -1.3291, -7.7663], [-20.4459, -3.0442, -4.4334], [-20.5947, -4.8785, -4.9088], [-22.0022, -3.6446, -5.0517], [-21.4139, -4.8621, -10.0368], [-22.0326, -4.3096, -11.0102], [-21.5943, -2.8762, -11.4601], [-20.2751, -2.5138, -11.4411], [-19.8914, -1.1925, -11.7316], [-20.7849, -0.1357, -11.8870], [-22.1240, -0.5560, -12.0166], [-22.5343, -1.8585, -11.9190], [-23.2200, -4.9606, -11.6183], [-24.0571, -5.8913, -10.8670], [-25.2287, -6.3568, -11.4163], [-25.6479, -5.9923, -12.7279], [-24.8428, -5.1278, -13.4678], [-23.6463, -4.6266, -12.9315], [-19.5267, -3.2854, -11.4163], [-18.7777, -1.0623, -11.7503], [-20.4658, 0.9019, -12.0195], [-22.9528, 0.1249, -12.2178], [-23.5071, -2.1392, -12.1205], [-23.8189, -6.1835, -9.8476], [-25.7426, -7.1868, -10.8975], [-26.6372, -6.2932, -13.0771], [-25.0475, -4.8731, -14.5086], [-23.0297, -3.8947, -13.4633], [-18.2181, -4.8052, -9.1037], [-17.0338, -4.5090, -9.1536], [-15.6572, -4.2875, -9.3621], [-15.0133, -3.1487, -8.9047], [-13.6065, -3.1053, -8.9711], [-12.8844, -4.2440, -9.1886], [-13.5367, -5.3751, -9.7056], [-14.9207, -5.4150, -9.7463], [-15.5385, -2.2736, -8.6479], [-13.0812, -2.2120, -8.6923], [-11.8211, -4.2178, -9.0725], [-12.9933, -6.2902, -9.9421], [-15.4683, -6.2213, -10.2044]],
  "mulliken_charge": [0.182, 0.087, -0.556, 0.172, -1.041, -0.634, 0.499, -0.806, -1.019, -0.326, 0.119, 1.052, 0.601, -0.997, -0.545, -0.496, -0.892, -0.417, 0.662, -0.526, -0.396, -0.741, -0.635, -0.471, 1.167, 0.253, 0.477, 0.339, 0.344, 0.309, 0.559, 0.543, 0.385, 0.385, 0.456, 0.533, 0.335, 0.351, 0.432, 0.327, 0.291, -0.275, 0.406, -0.201, -0.275, 0.439, 0.100, 0.472, -0.303, -0.396, -0.359, 0.428, -0.271, -0.857, 0.890, -1.267, -1.174, 0.442, 0.389, -0.078, 0.435, 0.405, 0.345, 0.445, 0.199, 0.391, -0.209, -0.262, 0.343, 0.027, -0.537, -0.811, -0.464, -0.737, 0.779, -0.382, -0.490, -0.434, -0.828, -0.324, 0.268, 0.348, 0.439, 0.358, 0.702, 0.261, 0.366, 0.403, 0.377, 0.660, -0.058, 0.430, 0.331, -0.634, -0.577, -0.598, -0.612, -0.078, 0.480, 0.395, 0.392, 0.412, 0.573],
  "spin_multiplicity": 1,
  "de_lowest_kcal_mol": 43.5,
  "charge": 1
}


[4]
{
  "formula": "C4H11NO",
  "method": "the ωB97M-V functional and the def2-TZVPD basis",
  "symbols": ["C", "C", "C", "N", "C", "H", "H", "H", "H", "H", "H", "H", "H", "H", "O", "H", "H"],
  "coordinates": [[1.5047, 0.4886, 0.1053], [1.0332, -0.3467, -1.0621], [0.4844, -1.6501, -0.4620], [-0.1192, -1.1751, 0.7646], [0.6704, -0.0839, 1.2925], [2.5581, 0.4192, 0.3485], [1.2042, 1.5229, -0.0505], [1.6282, -0.4611, -1.9650], [0.1344, 0.1217, -1.4782], [1.3068, -2.3497, -0.2804], [-0.2428, -2.0846, -1.1345], [-0.3163, -1.9203, 1.4105], [1.3909, -0.4565, 2.0419], [0.0839, 0.6453, 1.8497], [-3.7463, 2.0981, -0.2596], [-4.5426, 2.6038, -0.4882], [-3.0319, 2.6283, -0.6324]],
  "nbo_charge": [-0.417, -0.413, -0.214, -0.633, -0.213, 0.206, 0.209, 0.216, 0.199, 0.152, 0.195, 0.366, 0.156, 0.190, -0.932, 0.466, 0.466],
  "smiles": "C1CCNC1.O",
  "spin_multiplicity": 1,
  "de_lowest_kcal_mol": 26.4
}


[5]
{
  "formula": "C5H11NO",
  "method": "the ωB97M-V functional and the def2-TZVPD basis",
  "symbols": ["C", "C", "C", "C", "C", "N", "H", "H", "H", "H", "H", "H", "H", "H", "H", "O", "H", "H"],
  "coordinates": [[-2.8477, -0.3575, -1.8981], [-1.8313, -0.5160, -1.0573], [-1.0057, 0.5325, -0.4719], [0.1804, 0.3636, 0.0959], [1.1056, 1.5035, 0.5368], [2.3365, 1.6166, -0.2476], [-3.4838, -1.2176, -2.0901], [-3.1722, 0.4987, -2.4764], [-1.5526, -1.5211, -0.7396], [-1.3881, 1.5268, -0.7034], [0.6020, -0.5675, 0.4652], [0.4965, 2.4014, 0.6964], [1.3400, 1.2786, 1.5843], [3.0388, 1.1094, 0.2596], [2.1313, 1.2230, -1.1468], [1.3319, -2.3606, 2.7319], [0.6636, -2.6218, 2.1064], [2.0547, -2.8920, 2.3546]],
  "nbo_charge": [-0.384, -0.207, -0.237, -0.171, -0.258, -0.820, 0.194, 0.199, 0.194, 0.201, 0.192, 0.180, 0.193, 0.361, 0.360, -0.922, 0.461, 0.463],
  "smiles": "C=C/C=C/CN.O",
  "spin_multiplicity": 1,
  "de_lowest_kcal_mol": 59.7
}


[6]
{
  "formula": "C5H8N2S",
  "method": "the ωB97M-V functional and the def2-TZVPD basis",
  "symbols": ["H", "N", "C", "N", "C", "C", "C", "S", "C", "H", "H", "H", "H", "H", "H", "H"],
  "coordinates": [[2.2041, -1.1435, 1.4700], [1.4181, -1.6997, 1.1216], [0.9271, -1.1055, 0.1256], [-0.2767, -1.5565, -0.4132], [-1.3152, -0.7574, -1.0651], [-1.9481, 0.1746, -0.1529], [-2.4439, 0.9495, 0.6233], [1.7592, 0.1770, -0.8513], [1.5707, 1.6544, 0.1668], [-0.6033, -2.3501, 0.0631], [-0.9714, -0.2229, -1.9359], [-2.0717, -1.5047, -1.4346], [-2.9305, 1.6747, 1.2490], [1.8455, 1.3298, 1.2253], [2.2705, 2.3788, -0.2203], [0.5655, 2.0016, 0.0287]],
  "nbo_charge": [0.348, -0.686, 0.310, -0.617, -0.301, -0.019, -0.244, 0.146, -0.730, 0.394, 0.241, 0.234, 0.243, 0.224, 0.231, 0.226],
  "smiles": "[H]/N=C(/NCC#C)SC",
  "spin_multiplicity": 1,
  "de_lowest_kcal_mol": 64.8
}